No. 1
A structure of composition C35H52BrCrFN4O9P2 in a non-equilibrium geometry. Source: the Open Molecules 2025 dataset; level of theory: ωB97M-V/def2-TZVPD.

Each line ends with the Mulliken spin population.
Atoms and positions in Å:
Cr  0.472  -0.406  -1.256  3.903
F  -5.174  -0.588  3.137  0.000
C  -3.886  -0.480  3.543  0.000
C  -2.901  -0.683  2.623  0.004
C  -1.561  -0.523  2.967  -0.010
C  -0.511  -0.708  1.955  -0.004
O  -0.751  -1.259  0.879  0.065
C  0.794  -0.226  2.348  0.010
C  1.033  0.056  3.646  0.005
N  0.088  0.044  4.627  0.002
C  0.454  0.231  6.016  -0.001
C  0.183  1.548  6.690  0.000
C  1.589  1.129  6.380  0.000
C  -1.242  -0.163  4.282  0.000
C  -2.266  -0.026  5.224  0.001
C  -3.601  -0.158  4.879  0.000
N  -4.599  -0.005  5.869  0.000
C  -4.469  1.040  6.874  0.000
C  -4.789  0.437  8.242  0.000
N  -5.798  -0.671  8.031  0.000
C  -6.763  -0.302  6.938  0.000
C  -6.002  -0.329  5.605  0.000
C  1.877  0.054  1.334  0.004
O  3.048  -0.033  1.644  0.003
O  1.414  0.471  0.196  -0.017
H  -3.161  -0.966  1.609  0.000
H  2.039  0.307  3.953  0.000
H  0.330  -0.668  6.608  0.000
H  -0.152  1.545  7.720  0.000
H  -0.238  2.334  6.075  0.000
H  2.223  0.802  7.191  0.000
H  2.107  1.669  5.601  0.000
H  -1.998  0.178  6.251  0.000
H  -5.149  1.871  6.654  0.000
H  -3.468  1.454  6.893  0.000
H  -5.226  1.168  8.918  0.000
H  -3.916  -0.010  8.711  0.000
H  -6.280  -0.888  8.901  0.000
H  -5.295  -1.508  7.738  0.000
H  -7.154  0.681  7.186  0.000
H  -7.587  -1.011  6.932  0.000
H  -6.490  0.363  4.916  0.000
H  -6.061  -1.325  5.173  0.000
C  -0.028  2.867  -5.171  0.005
C  0.277  2.033  -3.948  -0.005
C  0.938  2.824  -2.847  0.060
O  1.222  0.963  -4.310  -0.001
P  0.832  -0.554  -4.334  0.104
O  -0.060  -0.974  -3.199  -0.086
C  2.449  -1.337  -4.259  -0.025
P  3.115  -1.182  -2.575  -0.001
O  2.095  -1.676  -1.600  -0.067
O  3.423  0.329  -2.355  0.017
C  4.743  0.981  -2.463  0.003
C  4.589  2.320  -1.788  -0.002
C  5.159  1.074  -3.915  -0.002
O  4.482  -1.927  -2.540  0.000
C  4.691  -3.209  -1.815  0.000
C  6.185  -3.375  -1.709  0.000
C  4.008  -4.330  -2.565  0.000
O  0.110  -0.889  -5.670  -0.006
C  0.727  -1.112  -6.987  0.000
C  -0.224  -2.000  -7.747  0.000
C  0.997  0.204  -7.679  0.000
H  -0.681  3.696  -4.892  0.000
H  -0.529  2.278  -5.935  0.000
H  0.895  3.278  -5.587  0.000
H  -0.639  1.564  -3.587  -0.004
H  1.839  3.310  -3.229  0.006
H  1.230  2.196  -2.000  -0.026
H  0.253  3.601  -2.499  0.002
H  2.322  -2.405  -4.460  0.000
H  3.132  -0.893  -4.984  -0.001
H  5.444  0.366  -1.903  0.001
H  3.989  2.999  -2.400  0.000
H  5.575  2.764  -1.645  0.000
H  4.115  2.198  -0.813  0.000
H  4.368  1.551  -4.501  0.000
H  5.383  0.090  -4.335  0.000
H  6.060  1.682  -3.996  0.000
H  4.249  -3.085  -0.829  0.000
H  6.631  -3.445  -2.703  0.000
H  6.409  -4.290  -1.160  0.000
H  6.633  -2.535  -1.178  0.000
H  4.397  -4.398  -3.583  0.000
H  2.926  -4.188  -2.594  0.000
H  4.205  -5.276  -2.059  0.000
H  1.668  -1.642  -6.818  0.000
H  -1.184  -1.494  -7.875  0.000
H  -0.391  -2.939  -7.218  0.000
H  0.189  -2.222  -8.732  0.000
H  0.061  0.738  -7.847  0.000
H  1.461  0.013  -8.648  0.000
H  1.668  0.838  -7.095  0.000
Br  -3.462  3.923  -0.879  0.000
C  -3.080  2.103  -1.174  -0.007
C  -4.063  1.219  -1.570  0.010
C  -3.710  -0.113  -1.735  -0.009
C  -2.401  -0.496  -1.527  0.093
N  -1.442  0.380  -1.187  -0.064
C  -1.786  1.652  -0.993  0.057
H  -5.078  1.556  -1.738  0.000
H  -4.445  -0.851  -2.031  0.000
H  -2.101  -1.530  -1.621  0.000
H  -1.001  2.326  -0.672  -0.016

Computed properties:
2S+1: 5
Charge: +2
LUMO (spin up / spin down) (eV): -4.44 / -4.44
<S²>: 6.01
E_tot (eV): -181281.1823

No. 2
A cluster of 15 separate species, C35H52ClIN14O2 in total in a non-equilibrium geometry. Source: the Open Molecules 2025 dataset; level of theory: ωB97M-V/def2-TZVPD.

Each line ends with the Mulliken charge.
Atoms and positions in Å:
O  1.296  0.081  2.628  -0.567
C  0.489  1.072  2.219  0.364
O  0.838  2.408  1.634  -0.357
C  -0.300  3.386  1.642  0.032
C  -1.262  2.714  2.788  0.117
C  -2.709  3.390  3.159  -0.078
C  -3.887  3.173  2.041  -0.309
C  -4.715  1.763  2.173  -0.634
I  -6.369  1.804  0.684  -0.086
C  -1.180  1.157  2.276  0.209
Cl  -1.576  0.796  0.463  -0.156
H  0.148  4.460  1.853  0.067
H  -0.752  3.525  0.546  -0.133
H  -0.576  2.770  3.746  0.276
H  -3.046  2.910  4.194  0.434
H  -2.534  4.539  3.393  -0.508
H  -4.672  4.060  2.183  0.188
H  -3.411  3.329  0.981  0.228
H  -4.018  0.828  1.971  0.169
H  -5.235  1.601  3.224  0.387
H  -1.705  0.434  3.038  0.186
C  1.427  -2.763  4.548  -0.602
C  0.867  -3.232  5.881  0.395
N  0.402  -3.621  6.987  -0.546
H  1.983  -1.832  4.684  0.308
H  2.098  -3.523  4.138  0.296
H  0.611  -2.590  3.841  0.179
C  -2.922  -3.120  1.193  -0.744
C  -3.056  -2.089  2.302  0.561
N  -3.167  -1.234  3.221  -0.560
H  -3.783  -3.793  1.204  0.315
H  -2.873  -2.619  0.222  0.243
H  -2.010  -3.706  1.337  0.188
C  -2.467  4.031  -3.010  -0.824
C  -2.186  4.812  -1.737  0.537
N  -1.953  5.459  -0.680  -0.513
H  -1.845  4.412  -3.825  0.310
H  -2.242  2.972  -2.856  0.202
H  -3.519  4.135  -3.287  0.348
C  1.254  2.265  -4.038  -0.360
C  0.329  2.353  -5.241  0.308
N  -0.439  2.426  -6.239  -0.510
H  1.776  3.216  -3.899  0.207
H  0.675  2.041  -3.138  0.250
H  1.993  1.474  -4.193  0.094
C  -4.746  -2.435  6.462  -0.679
C  -5.671  -2.347  5.259  0.376
N  -6.439  -2.274  4.261  -0.479
H  -4.224  -1.484  6.601  0.242
H  -5.325  -2.659  7.362  0.321
H  -4.007  -3.226  6.307  0.221
C  0.050  -6.862  5.083  -0.359
C  -0.204  -6.324  3.685  0.428
N  -0.415  -5.877  2.525  -0.539
H  1.089  -7.192  5.172  -0.024
H  -0.140  -6.081  5.824  0.183
H  -0.611  -7.710  5.282  0.312
C  5.684  1.016  -2.959  -0.771
C  4.759  1.104  -4.161  0.519
N  3.991  1.177  -5.159  -0.514
H  6.206  1.967  -2.819  0.271
H  5.105  0.792  -2.058  0.270
H  6.423  0.225  -3.113  0.283
C  3.608  -9.784  3.463  -0.658
C  3.474  -8.753  4.572  0.433
N  3.363  -7.898  5.492  -0.546
H  2.747  -10.457  3.474  0.264
H  3.657  -9.284  2.493  0.159
H  4.520  -10.371  3.608  0.328
C  -7.160  6.005  3.810  -0.818
C  -6.525  4.700  4.262  0.491
N  -5.999  3.617  4.637  -0.480
H  -8.075  6.191  4.380  0.324
H  -6.465  6.833  3.972  0.258
H  -7.408  5.950  2.746  0.262
C  1.404  -7.523  -0.130  -0.660
C  2.039  -8.828  0.322  0.475
N  2.565  -9.911  0.696  -0.559
H  0.489  -7.337  0.440  0.178
H  2.099  -6.695  0.032  0.262
H  1.156  -7.578  -1.194  0.305
C  -1.479  7.607  2.829  -0.489
C  -2.039  7.138  4.162  0.381
N  -2.504  6.749  5.268  -0.486
H  -0.923  8.538  2.965  0.331
H  -0.808  6.848  2.419  0.048
H  -2.295  7.780  2.122  0.259
C  4.149  4.453  -7.556  -0.629
C  3.794  4.484  -6.078  0.382
N  3.499  4.510  -4.853  -0.538
H  3.510  5.148  -8.108  0.309
H  5.194  4.744  -7.694  0.311
H  4.005  3.445  -7.953  0.116
C  5.536  0.937  -10.178  -0.714
C  5.506  2.392  -10.615  0.209
N  5.482  3.600  -10.978  -0.482
H  4.529  0.513  -10.226  0.270
H  6.195  0.363  -10.835  0.418
H  5.904  0.864  -9.151  0.308
C  3.990  -2.960  -8.053  -0.698
C  4.951  -2.346  -9.057  0.435
N  5.749  -1.837  -9.890  -0.490
H  3.171  -3.460  -8.578  0.265
H  4.515  -3.693  -7.434  0.272
H  3.576  -2.181  -7.408  0.225

Computed properties:
2S+1: 1
Charge: 0
LUMO (eV): 0.02
E_tot (eV): -82700.5063

No. 3
A cluster of 9 separate species, C35H52FN2O28S in total in a non-equilibrium geometry. Source: the Open Molecules 2025 dataset; level of theory: ωB97M-V/def2-TZVPD.

Each line ends with the Mulliken charge.
Atoms and positions in Å:
C  -2.879  -4.811  3.084  -0.731
C  -3.582  -3.520  3.575  0.649
O  -4.942  -3.426  3.169  -0.425
C  -5.062  -3.170  1.795  -0.078
C  -5.057  -1.677  1.440  -0.965
O  -3.762  -1.058  1.468  -0.327
C  -3.030  -1.199  0.271  -0.987
C  -1.589  -1.591  0.664  0.991
C  -0.410  -0.614  0.231  -0.338
C  0.762  -1.599  0.400  -0.177
S  2.471  -1.070  0.149  -0.175
N  0.259  -2.792  -0.341  0.280
C  0.250  -2.759  -1.839  -0.117
O  0.684  -1.875  -2.422  -0.576
N  -0.296  -3.940  -2.424  0.100
C  -1.614  -3.781  -2.881  0.522
O  -2.215  -4.678  -3.242  -0.406
F  -2.175  -2.580  -2.859  -0.217
C  -1.078  -3.048  0.322  -1.096
H  -2.037  -5.075  3.730  0.528
H  -3.601  -5.639  3.013  -0.060
H  -2.519  -4.608  2.061  -0.037
H  -3.002  -2.612  3.358  -0.245
H  -3.588  -3.588  4.671  0.217
H  -6.049  -3.554  1.487  0.383
H  -4.323  -3.711  1.176  0.139
H  -5.669  -1.138  2.174  0.414
H  -5.500  -1.508  0.445  0.399
H  -3.500  -1.915  -0.424  0.470
H  -2.976  -0.244  -0.278  0.320
H  -1.532  -1.565  1.761  -0.018
H  -0.488  -0.188  -0.777  0.442
H  -0.451  0.221  0.950  -0.069
H  0.622  -1.900  1.449  0.362
H  2.801  -0.570  1.371  0.216
H  0.961  -3.527  -0.165  0.541
H  0.316  -4.294  -3.161  0.317
H  -0.794  -3.643  1.192  0.293
H  -1.833  -3.564  -0.278  0.375
C  -2.006  3.740  2.500  -0.285
C  -0.869  4.577  3.029  -0.385
O  0.234  3.666  2.981  -0.308
C  -0.048  2.729  2.055  0.711
O  0.735  1.920  1.653  -0.518
O  -1.332  2.818  1.634  -0.291
H  -2.740  4.323  1.950  0.316
H  -2.515  3.177  3.285  0.252
H  -0.646  5.435  2.391  0.257
H  -1.040  4.928  4.044  0.312
C  3.181  2.929  -0.380  0.305
C  3.317  3.330  -1.815  -0.029
O  3.596  4.732  -1.723  -0.351
C  4.127  4.960  -0.493  0.631
O  4.618  5.989  -0.153  -0.537
O  4.025  3.859  0.299  -0.322
H  3.510  1.905  -0.218  -0.049
H  2.162  3.042  -0.007  -0.056
H  4.150  2.833  -2.309  0.094
H  2.410  3.150  -2.386  0.233
C  -4.264  0.174  6.946  -0.318
C  -4.040  -1.100  7.721  -0.349
O  -3.278  -1.890  6.806  -0.316
C  -2.657  -1.044  5.950  0.680
O  -1.817  -1.370  5.172  -0.530
O  -3.117  0.224  6.093  -0.289
H  -4.311  1.054  7.585  0.295
H  -5.162  0.136  6.327  0.267
H  -3.452  -0.942  8.627  0.275
H  -4.969  -1.600  7.986  0.308
C  2.019  0.144  -4.644  0.280
C  3.004  -0.348  -5.675  -0.379
O  3.827  0.799  -5.895  -0.363
C  3.750  1.583  -4.794  0.649
O  4.443  2.526  -4.589  -0.483
O  2.766  1.143  -3.949  -0.247
H  1.695  -0.643  -3.966  -0.165
H  1.140  0.612  -5.093  0.215
H  3.627  -1.164  -5.303  0.300
H  2.524  -0.664  -6.599  0.315
C  6.620  7.587  -2.390  0.134
C  7.493  6.423  -2.012  -0.232
O  8.727  6.738  -2.658  -0.364
C  8.765  8.086  -2.842  0.581
O  9.721  8.689  -3.200  -0.510
O  7.556  8.651  -2.559  -0.330
H  5.894  7.829  -1.617  -0.053
H  6.094  7.427  -3.334  0.263
H  7.660  6.359  -0.935  0.270
H  7.098  5.472  -2.366  0.255
C  -7.257  -7.307  1.639  -0.299
C  -6.870  -8.763  1.561  -0.336
O  -5.509  -8.747  1.997  -0.324
C  -5.334  -7.638  2.759  0.638
O  -4.364  -7.415  3.411  -0.592
O  -6.412  -6.817  2.681  -0.280
H  -8.305  -7.162  1.890  0.327
H  -7.033  -6.764  0.718  0.236
H  -7.451  -9.389  2.241  0.276
H  -6.950  -9.167  0.554  0.294
C  -0.194  -7.689  -5.344  -0.271
C  -0.080  -7.273  -6.788  -0.316
O  0.184  -5.869  -6.684  -0.300
C  0.726  -5.644  -5.473  0.703
O  1.214  -4.603  -5.135  -0.602
O  0.650  -6.737  -4.684  -0.301
H  0.153  -8.704  -5.168  0.293
H  -1.209  -7.588  -4.956  0.241
H  0.757  -7.752  -7.300  0.273
H  -0.990  -7.456  -7.353  0.299
C  4.126  10.433  -0.261  -0.323
C  5.629  10.508  -0.193  -0.070
O  5.864  11.005  1.123  -0.347
C  4.778  10.691  1.880  0.611
O  4.719  10.813  3.058  -0.517
O  3.764  10.215  1.103  -0.338
H  3.772  9.620  -0.892  0.267
H  3.675  11.368  -0.601  0.264
H  6.102  9.529  -0.289  0.106
H  6.049  11.178  -0.940  0.337

Computed properties:
2S+1: 1
Charge: +1
LUMO (eV): -3.37
E_tot (eV): -110993.4325

No. 4
A structure of composition C35H52N8O4SbSi3Ti in a non-equilibrium geometry. Source: the Open Molecules 2025 dataset; level of theory: ωB97M-V/def2-TZVPD.

Each line ends with the Mulliken spin population.
Atoms and positions in Å:
Ti  -1.241  -0.684  -0.587  0.971
N  -0.255  -5.124  -3.338  0.000
C  -1.274  -4.175  -3.761  0.002
C  -0.840  -2.695  -3.942  0.005
C  -0.752  -1.980  -2.612  0.052
O  -0.299  -0.792  -2.544  -0.008
O  -1.185  -2.519  -1.559  -0.015
H  0.137  -5.009  -2.420  0.000
H  0.562  -5.014  -3.984  0.000
H  -2.037  -4.174  -3.051  0.000
H  -1.706  -4.491  -4.770  0.000
H  -1.530  -2.228  -4.626  0.000
H  0.142  -2.588  -4.420  0.001
C  1.552  3.424  1.413  0.027
Sb  0.728  1.371  1.267  0.051
C  -0.692  1.611  -0.336  0.000
C  -0.498  2.555  -1.461  0.064
C  -1.080  2.190  -2.694  0.001
C  -1.186  3.069  -3.751  0.003
C  -0.657  4.288  -3.608  -0.001
C  -0.047  4.641  -2.405  -0.001
N  0.035  3.808  -1.360  0.001
Si  -2.289  2.323  0.449  -0.002
C  -3.523  1.247  1.495  0.014
C  -2.023  3.698  1.686  0.000
C  -3.403  2.934  -0.896  0.001
C  2.606  0.257  0.640  -0.011
C  2.256  -1.132  0.275  0.047
C  3.289  -2.110  0.176  -0.002
C  3.094  -3.485  0.183  0.000
C  1.792  -3.919  0.440  -0.005
C  0.805  -2.958  0.450  0.018
N  0.993  -1.633  0.322  -0.018
Si  3.580  1.182  -0.749  0.001
C  4.576  2.784  -0.224  0.000
C  5.068  0.341  -1.480  0.000
C  2.407  1.494  -2.249  0.001
Si  3.319  0.002  2.464  -0.002
C  2.449  -1.501  3.310  -0.001
C  5.173  -0.346  2.574  0.000
C  2.916  1.485  3.573  -0.001
H  2.533  3.549  1.019  -0.001
H  1.434  3.707  2.485  0.000
H  0.952  3.916  0.735  -0.003
H  -1.562  1.183  -2.669  -0.002
H  -1.701  2.812  -4.699  0.001
H  -0.539  4.982  -4.426  0.000
H  0.361  5.656  -2.275  0.000
H  -4.010  2.035  2.096  0.002
H  -3.234  0.509  2.238  0.001
H  -4.148  0.784  0.701  -0.004
H  -1.728  3.433  2.739  0.000
H  -3.000  4.302  1.664  0.000
H  -1.320  4.432  1.410  0.000
H  -3.921  2.244  -1.498  0.000
H  -2.976  3.610  -1.647  0.000
H  -4.253  3.436  -0.382  0.000
H  4.261  -1.691  0.012  0.000
H  4.000  -4.047  -0.027  0.000
H  1.514  -4.919  0.463  0.000
H  -0.235  -3.207  0.464  0.001
H  4.123  3.586  -0.790  0.000
H  5.664  2.564  -0.282  0.000
H  4.305  3.059  0.784  0.000
H  5.953  0.081  -0.933  0.000
H  5.449  0.964  -2.243  0.000
H  4.772  -0.672  -1.869  0.000
H  2.117  2.551  -2.312  0.000
H  1.438  0.943  -2.183  0.011
H  2.984  1.254  -3.131  0.000
H  2.460  -2.391  2.720  -0.001
H  1.457  -1.206  3.594  0.009
H  2.979  -1.721  4.233  0.000
H  5.751  0.357  2.008  0.000
H  5.267  -1.310  2.113  0.000
H  5.429  -0.448  3.701  0.000
H  1.853  1.732  3.697  0.002
H  3.436  2.378  3.191  0.000
H  3.301  1.243  4.565  0.000
N  -0.666  0.138  4.783  0.001
C  -1.049  -1.184  4.795  -0.032
O  -1.104  -1.851  5.806  -0.008
C  -1.414  -1.712  3.433  -0.156
C  -1.716  -3.108  3.363  0.476
C  -2.231  -3.540  2.118  -0.042
C  -2.373  -2.698  1.120  0.234
N  -1.910  -1.396  1.160  0.171
C  -1.509  -0.921  2.335  0.190
H  -0.348  0.577  5.629  0.000
H  -0.324  0.575  3.889  -0.005
H  -1.695  -3.648  4.316  0.010
H  -2.556  -4.501  1.986  -0.004
H  -2.710  -3.056  0.174  0.014
H  -1.419  0.076  2.339  -0.039
N  -4.535  -1.608  -0.567  0.011
C  -4.156  -0.872  -1.614  0.007
O  -3.012  -0.339  -1.672  -0.048
C  -5.095  -0.700  -2.619  0.004
C  -6.363  -1.231  -2.489  -0.001
N  -7.407  -1.725  -2.384  0.003
C  -4.640  -0.165  -3.888  0.002
N  -4.272  0.275  -4.910  0.001
H  -4.120  -1.414  0.305  0.001
H  -5.506  -1.814  -0.563  0.005

Computed properties:
2S+1: 3
Charge: -1
LUMO (spin up / spin down) (eV): 2.16 / 2.16
<S²>: 2.03
E_tot (eV): -110539.8747

Which value of charge does entry 4 give? -1

The lowest E_tot belongs to which entry? C35H52BrCrFN4O9P2

charge of number 2 (C35H52ClIN14O2)? 0